# C31H80B3F3NO15S

9 unconnected molecules or ions with the total composition C31H80B3F3NO15S at a distorted geometry (ωB97M-V/def2-TZVPD, the OMol25 dataset).

For the HOMO energy, the calculation gives -4.740 eV. The spin multiplicity is 1. As for the HOMO-LUMO gap: 6.8 eV. The charge is -1.

The geometry in XYZ format:
```
134
C31H80B3F3NO15S | the OMol25 dataset | ωB97M-V/def2-TZVPD
C -5.36 2.93 1.09
C -5.98 2.48 2.51
C -5.83 0.91 2.80
C -5.36 0.60 4.32
C -4.20 -0.50 4.39
C -2.78 0.13 4.85
C -1.68 -0.98 5.13
C -0.74 -1.29 3.87
C 0.39 -0.16 3.62
C 1.62 -0.89 2.92
C 2.26 -0.04 1.70
S 3.14 1.50 2.23
O 3.09 2.63 1.24
O 2.63 2.06 3.54
C 4.96 1.12 2.56
F 5.45 2.28 3.22
F 5.70 0.91 1.40
F 5.12 0.09 3.50
O 3.40 -0.89 1.37
B 3.08 -1.90 0.30
B 3.45 -3.46 0.74
O 3.18 -4.06 2.04
O 4.13 -4.33 -0.22
C 5.57 -4.10 -0.15
O 1.65 -1.54 0.04
C 1.52 -0.11 0.26
C 2.19 0.62 -1.00
C 1.81 0.00 -2.43
C 0.95 1.02 -3.36
C -0.18 0.27 -4.21
C 0.15 0.09 -5.76
C -0.11 -1.42 -6.27
C 1.10 -2.30 -5.67
B -0.05 0.37 0.19
O -0.43 1.78 0.30
N -1.21 -0.61 0.05
C -1.78 -0.60 -1.33
C -2.29 0.02 0.90
H -4.33 3.37 1.30
H -5.99 3.76 0.67
H -5.27 2.07 0.35
H -5.44 3.08 3.31
H -7.09 2.74 2.48
H -6.83 0.43 2.55
H -5.07 0.51 2.04
H -5.07 1.54 4.88
H -6.29 0.17 4.83
H -4.09 -1.08 3.41
H -4.46 -1.27 5.21
H -3.00 0.69 5.81
H -2.39 0.88 4.08
H -1.07 -0.78 6.08
H -2.25 -1.95 5.36
H -0.25 -2.31 4.07
H -1.40 -1.45 2.95
H 0.70 0.17 4.68
H -0.01 0.75 3.07
H 2.45 -1.00 3.69
H 1.28 -1.91 2.60
H 3.68 -1.69 -0.72
H 3.91 -4.72 2.16
H 5.98 -4.29 0.90
H 6.14 -4.83 -0.83
H 5.86 -3.06 -0.51
H 3.32 0.75 -0.91
H 1.78 1.70 -1.00
H 2.80 -0.13 -2.99
H 1.20 -0.95 -2.39
H 0.40 1.71 -2.63
H 1.68 1.63 -4.00
H -1.15 0.88 -4.14
H -0.45 -0.76 -3.80
H -0.60 0.73 -6.36
H 1.18 0.48 -6.06
H -0.02 -1.50 -7.41
H -1.13 -1.81 -5.98
H 2.03 -2.00 -6.27
H 0.96 -3.41 -5.78
H 1.28 -2.02 -4.59
H -0.66 2.08 -0.61
H -2.92 -0.67 -1.21
H -1.47 -1.49 -1.96
H -1.57 0.42 -1.79
H -1.89 0.38 1.91
H -3.06 -0.78 1.16
H -2.86 0.85 0.36
C 1.99 3.32 7.01
O 3.20 3.49 6.28
H 2.15 3.68 8.03
H 1.19 3.90 6.54
H 1.72 2.26 7.04
H 3.03 3.16 5.38
C -6.00 -2.34 -1.49
O -4.80 -2.17 -2.23
H -5.84 -1.97 -0.48
H -6.81 -1.77 -1.96
H -6.27 -3.40 -1.45
H -4.97 -2.50 -3.12
C 1.72 -4.78 -8.37
O 2.18 -4.95 -7.04
H 2.26 -3.94 -8.82
H 1.92 -5.69 -8.95
H 0.65 -4.56 -8.37
H 1.69 -5.69 -6.66
C 6.81 5.81 4.12
O 7.89 5.33 3.33
H 7.08 6.79 4.52
H 5.91 5.91 3.51
H 6.63 5.12 4.95
H 7.62 4.46 2.99
C 1.26 4.54 -4.87
O 2.00 3.47 -5.45
H 0.50 4.11 -4.21
H 1.92 5.19 -4.30
H 0.76 5.11 -5.66
H 2.65 3.87 -6.04
C -2.80 4.99 -0.79
O -3.90 5.31 0.06
H -2.50 3.96 -0.60
H -3.10 5.09 -1.83
H -1.96 5.66 -0.57
H -4.15 6.22 -0.12
C -6.13 -2.92 2.32
O -7.34 -2.65 1.63
H -5.40 -2.16 2.05
H -6.30 -2.88 3.39
H -5.74 -3.90 2.03
H -7.97 -3.34 1.88
C 5.05 -4.91 -3.93
O 4.72 -3.57 -3.62
H 4.81 -5.10 -4.98
H 6.13 -5.07 -3.78
H 4.48 -5.59 -3.30
H 4.95 -3.43 -2.69
```


# C31H80BN4O14V

A molecular structure, C31H80BN4O14V at a distorted geometry (ωB97M-V/def2-TZVPD, the OMol25 dataset).

For the HOMO energy (alpha / beta), the calculation gives -4.777 / -5.455 eV. The spin multiplicity is 2. The value obtained for the energy above the lowest of the compared OMol25 structures with the same formula, charge and spin is 0.00 kJ/mol. As for the HOMO-LUMO gap (alpha / beta): 6.0 / 7.7 eV. The charge is -1.

The geometry in XYZ format:
```
131
C31H80BN4O14V | the OMol25 dataset | ωB97M-V/def2-TZVPD
O 0.95 -2.81 -1.57
V 0.08 -1.51 -1.31
C 0.32 0.69 -2.92
O -0.13 0.92 -4.10
O 1.28 -0.11 -2.72
O -0.66 0.37 -2.18
B 1.02 -0.78 0.74
H 0.08 -0.26 0.44
H 1.46 -0.29 1.68
H 0.86 -1.91 0.89
H 1.75 -0.64 -0.09
C 4.52 0.27 -2.59
O 4.31 0.22 -3.99
C 5.16 -0.67 -4.69
C 4.40 -1.52 -5.69
N 3.43 -0.72 -6.49
C 4.02 0.27 -7.36
C 3.13 0.51 -8.51
O 3.13 -0.65 -9.35
C 2.43 -0.52 -10.57
H 3.86 -0.45 -2.10
H 4.12 1.28 -2.43
H 5.54 0.24 -2.22
H 5.62 -1.40 -4.01
H 6.07 -0.18 -5.06
H 3.77 -2.26 -5.19
H 4.97 -2.09 -6.43
H 3.02 -1.36 -7.16
H 4.99 -0.15 -7.69
H 4.38 1.22 -6.95
H 3.62 1.30 -9.10
H 2.12 0.84 -8.27
H 1.42 -0.94 -10.61
H 2.97 -0.91 -11.43
H 2.19 0.54 -10.68
C -2.49 1.87 -0.09
O -3.61 1.01 -0.07
C -4.81 1.66 -0.35
C -6.07 0.81 -0.18
N -6.12 -0.20 0.86
C -5.80 0.32 2.17
C -6.84 1.18 2.87
O -8.14 0.92 2.33
C -9.03 1.93 2.71
H -2.48 2.64 0.68
H -2.38 2.42 -1.03
H -1.59 1.24 -0.06
H -4.90 2.10 -1.36
H -4.86 2.54 0.31
H -6.30 0.34 -1.14
H -6.89 1.53 -0.02
H -7.11 -0.40 0.93
H -4.87 0.89 2.23
H -5.59 -0.49 2.86
H -6.56 2.24 2.74
H -6.76 1.01 3.94
H -9.77 2.19 1.94
H -8.64 2.91 3.00
H -9.64 1.67 3.58
C 4.21 5.76 1.13
O 2.91 5.28 0.89
C 2.67 4.57 -0.30
C 1.12 4.46 -0.51
N 0.31 4.12 0.67
C 0.73 2.82 1.17
C 0.24 2.37 2.52
O 0.20 3.43 3.50
C 1.40 3.61 4.19
H 4.24 6.22 2.11
H 4.44 6.60 0.47
H 4.91 4.92 1.06
H 3.08 3.55 -0.32
H 3.07 5.05 -1.20
H 0.84 3.85 -1.37
H 0.82 5.45 -0.87
H 0.56 4.80 1.38
H 1.83 2.78 1.30
H 0.52 2.00 0.47
H 0.93 1.59 2.86
H -0.80 2.04 2.55
H 2.29 3.84 3.59
H 1.52 2.76 4.88
H 1.42 4.52 4.80
C -6.31 -4.74 0.20
O -5.13 -4.05 0.57
C -4.78 -4.28 1.93
C -3.32 -3.88 2.10
N -3.28 -2.47 2.41
C -1.92 -2.02 2.73
C -1.95 -0.57 3.18
O -2.98 -0.27 4.11
C -2.82 1.01 4.71
H -6.79 -4.50 -0.75
H -7.03 -4.53 1.00
H -6.21 -5.83 0.16
H -4.89 -5.34 2.19
H -5.55 -3.90 2.61
H -2.65 -3.97 1.24
H -2.91 -4.53 2.89
H -3.87 -2.22 3.19
H -1.22 -2.13 1.91
H -1.45 -2.55 3.57
H -1.91 0.07 2.30
H -0.98 -0.37 3.65
H -1.78 1.19 4.97
H -3.50 1.04 5.56
H -3.05 1.81 4.00
C 2.85 -3.50 3.38
C 2.21 -4.61 2.53
C 0.74 -4.89 2.97
O 2.29 -4.31 1.16
H 2.73 -3.70 4.44
H 2.43 -2.56 3.03
H 3.94 -3.50 3.27
H 2.75 -5.55 2.71
H 0.47 -5.92 2.76
H 0.13 -4.22 2.38
H 0.62 -4.55 4.00
H 2.82 -3.51 1.03
C 6.07 -1.49 0.77
C 4.82 -0.85 1.33
C 4.64 0.62 0.95
O 3.73 -1.63 0.70
H 6.19 -2.40 1.36
H 6.95 -0.90 1.02
H 6.03 -1.61 -0.31
H 4.68 -1.11 2.38
H 4.33 1.16 1.86
H 3.92 0.82 0.15
H 5.60 1.08 0.72
H 2.92 -1.09 0.81
```


no.,total energy (eV)
1,-86659.46237
2,-94423.57278